--- a ---
This record from OMol25 describes the ion C6H12N3O with charge +1. The level of theory is the ωB97M-V functional and the def2-TZVPD basis.

Each line ends with the natural charge from an NBO analysis.
CARTESIAN COORDINATES (ANGSTROEM)
1 O -2.8824 -2.9372 1.4523  -0.516
2 N -1.7909 -2.1802 1.2167  -0.324
3 C -0.8773 -2.3512 0.1898  0.269
4 N 0.0739 -1.5190 -0.0665  -0.504
5 C 0.2941 -0.2418 0.6952  -0.189
6 C -0.8346 0.7391 0.6349  0.282
7 N -0.8658 1.5689 -0.3472  -0.391
8 C 0.2413 1.6977 -1.3617  -0.244
9 C 1.4993 0.8365 -1.2486  -0.435
10 C 1.6167 0.3698 0.1662  -0.377
11 H -2.8114 -3.8688 1.0517  0.489
12 H -1.3601 -1.6153 1.9468  0.377
13 H -0.8441 -3.2093 -0.5085  0.221
14 H 0.4369 -0.3645 1.7865  0.228
15 H -1.7528 0.7108 1.2313  0.240
16 H -1.6145 2.2320 -0.4223  0.436
17 H 0.4476 2.7505 -1.2160  0.226
18 H -0.1638 1.5883 -2.3989  0.254
19 H 2.3707 1.5194 -1.5862  0.256
20 H 1.5158 -0.0740 -1.8746  0.249
21 H 2.5945 -0.1208 0.3894  0.270
22 H 1.6211 1.3624 0.8105  0.183

Net charge = +1
HOMO-LUMO gap = 8.081 eV
SMILES = ON/C=N\[C@@H]1C=[NH+]CCC1
HOMO level = -12.51 eV
E_LUMO = -4.4 eV

--- b ---
This record from OMol25 describes a cluster of 2 separate species, C6H12N3O in total. The level of theory is the ωB97M-V functional and the def2-TZVPD basis.

Each line ends with the natural charge from an NBO analysis.
CARTESIAN COORDINATES (ANGSTROEM)
1 O 0.4254 0.4481 -0.6110  -0.699
2 C 0.7352 -0.0988 -1.6654  0.708
3 N 1.3741 0.5791 -2.6590  -0.587
4 C 0.4444 -1.5545 -1.9632  -0.718
5 C 1.7134 1.9804 -2.5057  -0.424
6 H 1.6156 0.0880 -3.5233  0.414
7 H 1.3769 -2.1148 -2.1455  0.249
8 H -0.0709 -2.0016 -1.0965  0.230
9 H -0.2052 -1.6548 -2.8489  0.249
10 H 2.2215 2.3296 -3.4202  0.224
11 H 2.3900 2.1312 -1.6478  0.213
12 H 0.8080 2.5912 -2.3512  0.215
13 C -2.3249 -0.4119 3.1832  -0.057
14 C -2.1463 -0.2226 1.8385  -0.049
15 C -0.1418 -0.2186 2.8029  0.238
16 N -1.0719 -0.4039 3.7446  -0.467
17 N -0.7924 -0.1077 1.6407  -0.461
18 H -3.2319 -0.5491 3.7721  0.261
19 H -2.8666 -0.1620 1.0228  0.262
20 H 0.9366 -0.1678 2.9534  0.256
21 H -0.8620 -0.5232 4.7521  0.459
22 H -0.3274 0.0434 0.7273  0.483

Net charge = +1
HOMO-LUMO gap = 10.704 eV
HOMO level = -13.15 eV
E_LUMO = -2.4 eV

--- c ---
This record from OMol25 describes a structure of composition C6H12N3O. The level of theory is the ωB97M-V functional and the def2-TZVPD basis.

Each line ends with the natural charge from an NBO analysis.
CARTESIAN COORDINATES (ANGSTROEM)
1 C -0.2457 -0.0686 -0.7733  -0.107
2 C 1.1915 -0.4241 -0.4611  0.565
3 C -0.5183 -1.5317 -0.4714  -0.208
4 C -1.8102 1.6012 -0.2633  0.484
5 C 1.6500 -2.8914 -0.3115  -0.442
6 C -1.6775 2.9667 1.6685  -0.288
7 N -0.7166 0.9988 -0.0336  -0.575
8 N 0.8636 -1.6793 -0.1494  -0.313
9 N 2.2996 0.2679 -0.2977  -0.716
10 O -2.2773 2.5361 0.5016  -0.450
11 H -0.5212 0.1250 -1.8931  0.229
12 H -1.3787 -1.6896 0.2632  0.240
13 H -0.6732 -2.2698 -1.2895  0.207
14 H -2.5621 1.4710 -0.9479  0.171
15 H 1.3233 -3.6463 0.4504  0.251
16 H 1.2113 -3.3067 -1.2813  0.220
17 H 2.7436 -2.7175 -0.4874  0.241
18 H -1.4165 4.0778 1.7626  0.212
19 H -0.6901 2.4413 1.8538  0.202
20 H -2.3151 2.7590 2.5032  0.205
21 H 2.4636 1.2671 -0.4033  0.457
22 H 3.0560 -0.2869 0.0604  0.416

Net charge = +1
HOMO-LUMO gap = 10.092 eV
HOMO level = -13.31 eV
E_LUMO = -3.2 eV

Most stable structure among those shown: b. Next: +3.794 eV.